DFT (ωB97M-V/def2-TZVPD) results for a cluster of 15 separate species, C15H60N30O15 in total.

Its LUMO energy is -0.3 eV. The relative energy (zero: lowest compared OMol25 entry of this formula, charge and spin) is 262.9 kcal per mole. The value obtained for the molecular weight is 900.8 g/mol.

```
! wB97M-V def2-TZVPD RIJCOSX def2/J DEFGRID3
* xyz 0 1
C -17.371 16.360 19.170
O -16.829 17.458 19.264
N -18.598 16.057 19.621
N -16.892 15.313 18.560
H -18.989 15.168 19.345
H -19.207 16.826 19.866
H -15.929 15.353 18.259
H -17.425 14.488 18.328
C -18.048 13.326 22.192
O -18.624 12.898 21.176
N -18.420 12.969 23.394
N -17.261 14.324 22.184
H -17.822 13.293 24.141
H -19.264 12.433 23.534
H -17.167 14.657 21.236
H -16.897 14.912 22.921
C -13.244 13.810 18.688
O -14.015 14.754 18.758
N -13.163 12.912 19.643
N -12.361 13.630 17.718
H -12.816 12.008 19.356
H -13.739 13.096 20.452
H -11.665 12.905 17.619
H -12.281 14.348 17.012
C -20.975 15.912 23.464
O -22.062 16.342 23.773
N -20.584 15.762 22.290
N -20.049 15.309 24.185
H -21.348 15.948 21.656
H -19.940 14.992 22.177
H -19.094 15.266 23.859
H -20.279 14.969 25.108
C -13.103 17.002 14.855
O -12.657 16.560 13.849
N -14.303 16.745 15.234
N -12.513 17.478 15.929
H -14.667 16.693 16.175
H -14.715 16.099 14.576
H -12.941 17.542 16.841
H -11.554 17.555 15.621
C -17.165 15.203 14.748
O -16.145 14.601 14.602
N -17.423 16.259 14.101
N -18.101 14.873 15.562
H -18.219 16.754 14.477
H -16.961 16.382 13.212
H -18.857 15.543 15.541
H -18.308 13.900 15.733
C -17.345 19.478 22.133
O -17.770 20.481 21.613
N -17.912 18.272 22.138
N -16.178 19.448 22.783
H -17.709 17.626 22.887
H -18.810 18.100 21.709
H -15.964 18.767 23.497
H -15.648 20.290 22.609
C -13.671 16.563 21.969
O -14.010 16.431 23.163
N -12.565 16.604 21.439
N -14.583 16.683 20.975
H -11.729 16.415 21.972
H -12.436 16.873 20.474
H -15.549 16.807 21.242
H -14.339 16.366 20.048
C -13.685 19.414 19.543
O -13.226 18.791 18.587
N -15.005 19.504 19.693
N -12.908 19.993 20.361
H -15.358 19.945 20.531
H -15.597 18.785 19.302
H -13.299 20.587 21.078
H -11.901 19.922 20.326
C -22.268 12.600 21.149
O -22.639 13.773 21.493
N -21.288 12.310 20.474
N -22.956 11.536 21.623
H -21.093 11.319 20.488
H -20.592 12.874 20.008
H -23.834 11.725 22.085
H -22.608 10.609 21.420
C -17.627 10.018 19.620
O -17.186 8.983 19.143
N -17.130 11.181 19.439
N -18.743 10.152 20.248
H -16.172 11.025 19.160
H -17.531 12.079 19.669
H -19.073 11.071 20.508
H -18.852 9.298 20.777
C -18.788 20.778 17.987
O -19.727 20.981 17.238
N -18.006 19.765 17.977
N -18.530 21.560 18.945
H -17.783 19.460 18.914
H -18.199 18.927 17.447
H -18.024 21.138 19.711
H -19.104 22.361 19.165
C -20.972 19.196 20.970
O -20.046 18.658 20.477
N -20.808 20.146 21.811
N -22.228 19.081 20.721
H -21.454 20.736 22.315
H -19.811 20.275 21.709
H -22.826 19.591 21.355
H -22.624 18.570 19.945
C -22.993 16.440 19.717
O -23.131 17.423 18.945
N -23.774 16.415 20.754
N -22.196 15.457 19.467
H -24.455 17.157 20.829
H -23.753 15.684 21.451
H -22.239 14.743 20.180
H -21.810 15.350 18.540
C -20.168 12.946 17.237
O -19.554 13.296 18.211
N -20.334 11.743 16.913
N -20.702 13.663 16.265
H -20.760 11.606 16.008
H -19.970 10.981 17.468
H -21.490 13.362 15.710
H -20.431 14.636 16.228
*
```

Löwdin atomic charge list, values in e, 99 entries: C -0.71; O -0.01; N 0.19; N 0.20; H 0.06; H 0.07; H 0.08; H 0.08; C -0.74; O -0.04; N 0.18; N 0.22; H 0.12; H 0.13; H 0.10; H 0.13; C -0.72; O 0.00; N 0.17; N 0.18; H 0.11; H 0.12; H 0.12; H 0.12; C -0.80; O 0.06; N 0.19; N 0.15; H 0.09; H 0.09; H 0.07; H 0.12; C -0.83; O 0.06; N 0.16; N 0.16; H 0.11; H 0.07; H 0.07; H 0.11; C -0.85; O 0.06; N 0.19; N 0.17; H 0.12; H 0.15; H 0.09; H 0.11; C -0.72; O 0.03; N 0.19; N 0.16; H 0.10; H 0.05; H 0.11; H 0.11; C -0.77; O -0.03; N 0.20; N 0.17; H 0.14; H 0.12; H 0.07; H 0.06; C -0.77; O -0.01; N 0.20; N 0.19; H 0.07; H 0.05; H 0.11; H 0.13; C -0.69; O -0.04; N 0.22; N 0.17; H 0.11; H 0.08; H 0.12; H 0.11; C -0.83; O 0.03; N 0.18; N 0.16; H 0.12; H 0.07; H 0.05; H 0.12; C -0.84; O 0.01; N 0.18; N 0.18; H 0.06; H 0.11; H 0.07; H 0.13; C -0.81; O 0.04; N 0.19

---

DFT (ωB97M-V/def2-TZVPD) results for an isolated molecule of C3H3NO.

Its LUMO energy is 0.8 eV. The relative energy (zero: lowest compared OMol25 entry of this formula, charge and spin) is 87.2 kcal per mole. As for the structure (SMILES): O=C1[C@H]2CN12. The value obtained for the molecular weight is 69.1 g/mol.

```
! wB97M-V def2-TZVPD RIJCOSX def2/J DEFGRID3
* xyz 0 1
C -1.251 -0.019 0.081
C 1.012 -0.575 0.199
C -0.068 0.899 0.030
N -0.191 -0.733 -0.442
O -2.438 0.064 0.243
H 1.789 -0.624 -0.493
H 0.983 -0.461 1.219
H 0.165 1.449 -0.838
*
```

Computed Löwdin charges, given in elementary charges: C -0.48; C 0.00; C 0.12; N 0.03; O 0.11; H 0.09; H 0.06; H 0.06

---

DFT (ωB97M-V/def2-TZVPD) results for a structure of composition C54H49CdN12O2PS.

Its LUMO energy is 0.2 eV. The relative energy (zero: lowest compared OMol25 entry of this formula, charge and spin) is 95.5 kcal per mole. The value obtained for the molecular weight is 1073.5 g/mol.

```
! wB97M-V def2-TZVPD RIJCOSX def2/J DEFGRID3
* xyz 0 1
Cd -0.476 -0.201 -0.280
O -1.437 -2.039 0.655
N -2.054 -3.159 0.308
C -3.396 -3.152 0.507
C -4.183 -4.227 0.223
C -3.568 -5.373 -0.294
C -2.213 -5.375 -0.482
C -1.390 -4.261 -0.172
S 0.290 -4.290 -0.385
H -3.771 -2.221 0.904
H -5.248 -4.171 0.398
H -4.155 -6.249 -0.536
H -1.700 -6.244 -0.865
C 0.243 5.932 4.374
C 0.942 5.653 3.210
C 0.623 4.524 2.459
C -0.385 3.658 2.866
C -1.069 3.938 4.052
C -0.767 5.070 4.793
P -0.787 2.230 1.766
C -1.353 1.001 3.073
C -2.818 0.820 3.221
C -3.490 0.005 4.043
C -2.983 -1.023 4.951
C -1.855 -1.710 4.803
C -0.906 -1.580 3.650
C -2.343 2.819 0.950
C -3.033 3.906 1.431
C -4.108 4.501 0.743
C -4.481 3.996 -0.462
C -3.808 2.877 -1.009
C -4.246 2.390 -2.263
C -3.656 1.295 -2.809
C -2.593 0.673 -2.122
C -2.094 1.113 -0.916
C -2.725 2.251 -0.316
H 0.487 6.810 4.959
H 1.732 6.316 2.878
H 1.155 4.321 1.536
H -1.845 3.263 4.397
H -1.322 5.283 5.699
H -3.411 1.477 2.598
H -4.570 0.124 4.047
H -3.629 -1.274 5.786
H -1.604 -2.455 5.550
H -0.018 -2.182 3.842
H -2.768 4.350 2.375
H -4.608 5.358 1.175
H -5.297 4.436 -1.026
H -5.066 2.899 -2.758
H -3.987 0.901 -3.764
H -2.149 -0.190 -2.588
C 3.423 -3.739 0.802
N 3.020 -2.371 0.509
C 1.831 -1.817 0.735
N 1.742 -0.676 0.062
C 2.944 -0.596 -0.578
N 3.748 -1.593 -0.336
C 4.378 -3.941 1.951
C 5.192 -5.068 1.929
C 6.034 -5.356 2.993
C 6.080 -4.516 4.091
C 5.268 -3.387 4.113
C 4.417 -3.100 3.050
C 5.325 -2.493 5.264
N 6.159 -2.481 6.246
N 5.807 -1.397 7.044
C 4.792 -0.846 6.476
O 4.424 -1.494 5.349
C 4.077 0.379 6.814
C 4.599 1.268 7.742
C 3.961 2.482 7.939
C 2.837 2.811 7.195
C 2.297 1.912 6.277
C 1.073 2.348 5.491
N 0.684 1.538 4.349
C 1.454 0.921 3.410
N 0.898 -0.072 2.810
C -0.422 -0.164 3.368
N -0.575 0.910 4.376
C 2.910 0.683 6.117
H 3.860 -4.137 -0.111
H 2.500 -4.292 0.985
H 1.071 -2.241 1.371
H 3.227 0.224 -1.220
H 5.160 -5.732 1.073
H 6.658 -6.241 2.964
H 6.733 -4.713 4.930
H 3.790 -2.216 3.082
H 5.505 1.011 8.276
H 4.359 3.190 8.654
H 2.368 3.780 7.327
H 1.226 3.382 5.168
H 0.200 2.339 6.143
H 2.460 1.269 3.207
H -1.374 -1.951 2.729
H 2.511 -0.049 5.429
C 0.935 1.689 -5.421
C 1.730 1.626 -4.134
N 1.036 0.736 -3.225
C 0.362 -0.404 -3.609
N -0.086 -1.177 -2.677
C -0.849 -2.366 -3.048
C -1.512 -2.241 -4.411
C -0.467 -1.803 -5.417
N 0.170 -0.581 -4.954
C 0.798 0.276 -5.949
H 1.430 2.324 -6.156
H -0.057 2.096 -5.210
H 1.804 2.609 -3.671
H 2.749 1.279 -4.351
H 1.306 0.726 -2.259
H -1.608 -2.533 -2.281
H -0.194 -3.239 -3.027
H -2.309 -1.493 -4.379
H -1.949 -3.195 -4.707
H -0.917 -1.596 -6.388
H 0.274 -2.600 -5.557
H 0.177 0.257 -6.845
H 1.787 -0.109 -6.229
*
```

Löwdin atomic charge list, values in e, 99 entries: Cd 1.36; O -0.33; N -0.22; C -0.04; C -0.07; C -0.08; C -0.11; C -0.71; S 0.64; H 0.13; H 0.10; H 0.10; H 0.09; C -0.09; C -0.08; C -0.10; C -0.39; C -0.13; C -0.09; P 1.10; C -0.40; C -0.06; C -0.08; C -0.11; C -0.08; C -0.09; C -0.33; C -0.09; C -0.07; C -0.04; C -0.17; C -0.06; C -0.09; C -0.17; C -0.21; C -0.22; H 0.10; H 0.10; H 0.10; H 0.11; H 0.11; H 0.09; H 0.10; H 0.10; H 0.10; H 0.11; H 0.09; H 0.10; H 0.11; H 0.11; H 0.10; H 0.03; C -0.10; N -0.11; C -0.25; N -0.02; C -0.22; N 0.13; C -0.18; C -0.03; C -0.06; C -0.02; C -0.14; C 0.04; C -0.30; N 0.12; N 0.12; C -0.30; O 0.13; C -0.13; C -0.02; C -0.06; C -0.03; C -0.17; C -0.08; N -0.09; C -0.18; N 0.11; C -0.40; N 0.12; C 0.03; H 0.13; H 0.06; H 0.08; H 0.10; H 0.12; H 0.11; H 0.12; H 0.12; H 0.12; H 0.11; H 0.12; H 0.11; H 0.14; H 0.15; H 0.10; H 0.11; C -0.16; C -0.19

---

- What is the LUMO in the first record?
  -0.3 eV